[1]
{"formula": "C42H49N9Se3SnTe", "method": "the ωB97M-V functional and the def2-TZVPD basis", "total_charge": -2, "fmax_ev_per_a": 2.76, "de_lowest_kcal_mol": 82.9, "species": ["Sn", "C", "C", "C", "C", "C", "C", "C", "C", "C", "C", "C", "C", "C", "C", "C", "C", "N", "C", "C", "C", "N", "C", "C", "C", "N", "C", "C", "C", "C", "C", "C", "C", "C", "C", "C", "C", "C", "N", "C", "C", "H", "H", "H", "H", "H", "H", "H", "H", "H", "H", "H", "H", "H", "H", "H", "H", "H", "H", "H", "H", "H", "H", "H", "H", "H", "H", "H", "H", "H", "H", "H", "H", "H", "H", "H", "H", "H", "H", "H", "H", "H", "H", "H", "H", "Se", "Se", "Te", "Se", "N", "C", "N", "C", "N", "C", "C", "N", "C", "C", "N", "H", "H", "H", "H", "H"], "xyz": [[-1.63, -0.09, -0.12], [-2.08, 2.97, -5.05], [-0.58, 2.75, -4.84], [-0.34, 1.69, -3.83], [0.17, 0.44, -3.98], [0.66, -0.22, -5.23], [2.10, 0.15, -5.55], [0.20, -0.17, -2.67], [0.91, -1.28, -2.28], [1.06, -1.69, -0.94], [2.08, -2.54, -0.43], [3.25, -3.03, -1.23], [4.24, -1.90, -1.52], [1.82, -2.69, 0.92], [0.67, -1.91, 1.21], [0.08, -1.72, 2.47], [-0.61, -0.57, 2.84], [-0.80, 0.46, 1.95], [-1.43, 1.45, 2.59], [-1.70, 2.69, 1.83], [-0.47, 3.54, 1.85], [-1.84, 2.41, 0.40], [-1.02, 3.08, -0.36], [-0.93, 3.00, -1.77], [-0.67, 1.83, -2.43], [-0.41, 0.67, -1.79], [-0.12, 3.98, 0.42], [0.72, 3.20, 1.36], [1.88, 2.31, 1.47], [2.80, 2.34, 0.25], [0.22, 5.36, -0.10], [1.01, 6.17, 0.92], [-1.67, 1.11, 3.93], [-1.18, -0.19, 4.09], [-1.21, -1.04, 5.32], [-0.04, -0.72, 6.26], [-2.37, 1.95, 4.95], [-3.89, 1.83, 4.82], [0.24, -1.32, 0.06], [2.64, -3.40, 1.96], [3.43, -2.41, 2.83], [-2.27, 3.72, -5.82], [-2.54, 3.30, -4.12], [-2.55, 2.04, -5.34], [-0.13, 3.69, -4.50], [-0.11, 2.48, -5.79], [0.01, 0.07, -6.07], [0.57, -1.31, -5.13], [2.19, 1.22, -5.72], [2.45, -0.37, -6.45], [2.75, -0.12, -4.72], [1.46, -1.82, -3.04], [2.89, -3.44, -2.17], [3.77, -3.83, -0.68], [3.73, -1.09, -2.04], [5.07, -2.25, -2.13], [4.64, -1.50, -0.59], [0.30, -2.45, 3.25], [-2.61, 3.19, 2.17], [-0.78, 3.93, -2.29], [1.50, 1.29, 1.60], [2.45, 2.54, 2.38], [2.21, 2.22, -0.66], [3.52, 1.53, 0.31], [3.34, 3.28, 0.19], [-0.71, 5.89, -0.36], [0.81, 5.25, -1.01], [0.41, 6.35, 1.81], [1.33, 7.12, 0.51], [1.89, 5.60, 1.22], [-1.20, -2.09, 5.05], [-2.16, -0.87, 5.85], [0.91, -0.85, 5.74], [-0.06, -1.38, 7.13], [-0.09, 0.31, 6.60], [-2.07, 2.99, 4.83], [-2.07, 1.62, 5.95], [-4.23, 2.30, 3.90], [-4.39, 2.31, 5.66], [-4.19, 0.78, 4.78], [3.33, -4.09, 1.48], [1.97, -3.98, 2.61], [4.08, -1.80, 2.20], [4.03, -2.94, 3.56], [2.74, -1.74, 3.35], [-2.72, -1.93, 1.71], [-3.40, -3.38, 3.27], [-5.96, -3.98, 0.40], [-4.24, -2.22, 0.13], [0.00, -5.30, 0.17], [-1.01, -4.77, 0.88], [-1.65, -3.90, 0.14], [-1.00, -3.92, -1.05], [0.01, -4.77, -1.07], [-1.40, -3.11, -2.16], [-1.00, -3.44, -3.46], [-1.37, -2.76, -4.52], [-2.19, -1.72, -4.28], [-2.58, -1.37, -3.02], [-2.19, -2.03, -1.93], [0.69, -5.98, 0.44], [-1.26, -5.00, 1.90], [-0.36, -4.30, -3.62], [-2.52, -1.17, -5.15], [-3.22, -0.51, -2.83]]}

---

[2]
{"formula": "C42H50AsN7S6Yb", "method": "the ωB97M-V functional and the def2-TZVPD basis", "total_charge": 3, "fmax_ev_per_a": 3.12, "de_lowest_kcal_mol": 0.0, "multiplicity": 2, "species": ["Yb", "C", "C", "S", "C", "C", "S", "C", "C", "S", "H", "H", "H", "H", "H", "H", "H", "H", "H", "H", "H", "H", "N", "C", "N", "C", "C", "S", "C", "C", "S", "C", "N", "N", "H", "H", "H", "H", "H", "H", "N", "C", "C", "C", "C", "C", "C", "C", "H", "H", "H", "H", "H", "C", "C", "C", "C", "C", "C", "As", "C", "C", "C", "C", "C", "C", "C", "C", "C", "C", "C", "C", "H", "H", "H", "H", "H", "H", "H", "H", "H", "H", "H", "H", "H", "H", "H", "C", "N", "C", "C", "S", "N", "C", "C", "H", "H", "H", "H", "H", "H", "H", "H", "H", "H", "H", "H"], "xyz": [[1.04, -0.20, -1.11], [2.09, -1.86, 2.49], [2.83, -2.85, 1.61], [3.16, -2.25, -0.12], [4.90, -1.65, -0.08], [5.08, -0.45, -0.99], [3.81, 0.85, -0.84], [3.93, 1.45, 0.87], [3.40, 0.54, 2.00], [1.76, -0.21, 1.72], [2.65, -1.68, 3.44], [1.10, -2.21, 2.80], [2.24, -3.78, 1.47], [3.81, -3.16, 2.05], [5.53, -2.49, -0.44], [5.22, -1.45, 0.97], [5.06, -0.77, -2.05], [6.08, 0.02, -0.85], [3.40, 2.43, 0.91], [5.00, 1.68, 1.03], [3.29, 1.18, 2.90], [4.12, -0.29, 2.22], [0.25, -2.96, -4.17], [0.89, -1.80, -4.44], [1.00, -0.76, -3.61], [1.43, 0.40, -4.29], [1.84, 0.11, -5.59], [1.57, -1.52, -6.05], [1.46, 1.73, -3.71], [1.64, 2.91, -4.42], [1.43, 4.32, -3.48], [1.18, 3.28, -2.09], [1.20, 1.98, -2.33], [0.95, 3.86, -0.91], [-0.04, -3.16, -3.22], [0.35, -3.73, -4.82], [2.32, 0.85, -6.24], [1.80, 2.98, -5.48], [0.87, 4.88, -0.84], [0.83, 3.32, -0.03], [-1.03, 0.85, -0.43], [-2.11, 1.29, -0.52], [-3.48, 1.68, -0.60], [-4.51, 0.71, -0.50], [-5.84, 1.11, -0.47], [-6.17, 2.47, -0.53], [-5.16, 3.43, -0.69], [-3.83, 3.04, -0.71], [-4.28, -0.35, -0.46], [-6.61, 0.35, -0.39], [-7.21, 2.80, -0.49], [-5.45, 4.48, -0.74], [-3.03, 3.80, -0.83], [-4.35, -2.60, -3.28], [-3.38, -1.61, -3.37], [-2.29, -1.58, -2.50], [-2.09, -2.63, -1.60], [-3.05, -3.64, -1.55], [-4.16, -3.63, -2.36], [-0.47, -2.67, -0.44], [0.19, -4.49, -0.85], [-0.41, -5.64, -0.38], [0.14, -6.89, -0.68], [1.26, -7.02, -1.50], [1.89, -5.85, -1.95], [1.36, -4.62, -1.62], [-1.45, -2.93, 1.25], [-2.47, -2.00, 1.53], [-3.12, -2.03, 2.76], [-2.77, -2.96, 3.72], [-1.72, -3.83, 3.48], [-1.08, -3.84, 2.24], [-5.23, -2.56, -3.89], [-3.50, -0.81, -4.10], [-1.60, -0.74, -2.54], [-2.91, -4.45, -0.84], [-4.89, -4.44, -2.28], [-1.31, -5.59, 0.21], [-0.34, -7.78, -0.27], [1.62, -8.01, -1.79], [2.79, -5.91, -2.56], [1.87, -3.70, -1.93], [-2.74, -1.28, 0.76], [-3.91, -1.34, 2.97], [-3.25, -2.99, 4.69], [-1.48, -4.58, 4.23], [-0.27, -4.54, 2.06], [1.33, 5.82, 4.73], [1.68, 4.98, 3.61], [3.05, 4.55, 3.60], [0.70, 4.38, 2.86], [0.85, 2.84, 2.23], [-0.43, 5.11, 2.70], [-1.69, 4.49, 2.32], [-0.49, 6.57, 2.69], [1.97, 5.49, 5.57], [0.26, 5.73, 5.00], [1.57, 6.89, 4.52], [3.68, 5.44, 3.77], [3.32, 4.06, 2.66], [3.23, 3.85, 4.45], [-1.67, 3.44, 2.62], [-1.88, 4.56, 1.24], [-2.52, 5.01, 2.86], [0.50, 7.04, 2.56], [-0.95, 6.91, 3.63], [-1.16, 6.84, 1.86]]}

---

[3]
{"formula": "C42H50BF3N8O2S3Ti", "method": "the ωB97M-V functional and the def2-TZVPD basis", "total_charge": -1, "fmax_ev_per_a": 2.84, "de_lowest_kcal_mol": 0.0, "multiplicity": 2, "species": ["Ti", "C", "C", "C", "C", "N", "C", "C", "N", "B", "N", "C", "C", "N", "C", "S", "C", "C", "C", "C", "N", "C", "C", "N", "C", "S", "C", "C", "C", "C", "C", "S", "H", "H", "H", "H", "H", "H", "H", "H", "H", "H", "H", "H", "H", "H", "H", "H", "H", "H", "H", "H", "H", "H", "H", "H", "H", "H", "H", "H", "H", "H", "H", "H", "H", "H", "C", "C", "O", "C", "C", "C", "N", "N", "C", "O", "C", "C", "C", "C", "C", "C", "H", "H", "H", "H", "H", "H", "H", "H", "H", "H", "H", "H", "F", "C", "F", "F", "C", "C", "C", "C", "C", "C", "C", "C", "H", "H", "H", "H"], "xyz": [[0.35, 0.08, -1.32], [-2.18, -5.28, 0.14], [-1.40, -4.14, 0.77], [-0.08, -4.01, 0.00], [-1.12, -4.44, 2.25], [-2.24, -2.90, 0.72], [-3.64, -2.95, 0.71], [-4.09, -1.73, 1.01], [-3.00, -0.91, 1.22], [-3.27, 0.57, 1.64], [-3.58, 1.48, 0.41], [-4.38, 2.59, 0.60], [-4.45, 3.26, -0.56], [-3.66, 2.57, -1.48], [-3.17, 1.44, -0.88], [-2.34, 0.15, -1.67], [-3.50, 2.99, -2.91], [-4.24, 2.00, -3.81], [-4.10, 4.38, -3.09], [-2.02, 3.08, -3.26], [-2.13, 1.05, 2.58], [-1.85, 0.22, 3.65], [-0.77, 0.68, 4.27], [-0.36, 1.83, 3.59], [-1.25, 2.09, 2.57], [-1.24, 3.44, 1.54], [0.88, 2.59, 3.93], [1.81, 2.61, 2.72], [1.61, 1.87, 5.07], [0.54, 4.00, 4.42], [-1.86, -1.62, 1.03], [-0.25, -1.03, 1.11], [-1.53, -6.15, 0.07], [-2.51, -5.03, -0.88], [-3.06, -5.57, 0.73], [0.31, -5.02, -0.17], [0.66, -3.43, 0.55], [-0.22, -3.52, -0.96], [-0.54, -5.36, 2.34], [-2.06, -4.55, 2.80], [-0.55, -3.62, 2.69], [-4.19, -3.84, 0.46], [-5.09, -1.35, 1.07], [-4.29, 0.53, 2.30], [-4.79, 2.82, 1.56], [-4.93, 4.19, -0.77], [-5.29, 1.95, -3.52], [-3.80, 1.01, -3.74], [-4.18, 2.35, -4.85], [-5.19, 4.38, -2.96], [-3.89, 4.70, -4.11], [-3.66, 5.10, -2.41], [-1.51, 2.12, -3.16], [-1.52, 3.80, -2.62], [-1.93, 3.41, -4.30], [-2.43, -0.67, 3.84], [-0.23, 0.26, 5.10], [2.03, 1.59, 2.39], [2.75, 3.11, 2.99], [1.35, 3.14, 1.89], [1.91, 0.86, 4.78], [1.00, 1.82, 5.97], [2.51, 2.43, 5.30], [0.02, 4.55, 3.64], [1.46, 4.52, 4.68], [-0.10, 3.94, 5.30], [1.01, 4.21, -1.37], [1.10, 2.81, -1.91], [0.43, 1.90, -1.26], [1.82, 2.52, -3.02], [1.91, 1.22, -3.62], [2.76, 1.02, -4.84], [1.26, 0.21, -3.11], [1.36, -1.02, -3.79], [0.65, -1.89, -3.16], [0.00, -1.61, -2.07], [0.53, -3.26, -3.72], [1.59, -3.88, -4.36], [1.45, -5.17, -4.86], [0.25, -5.84, -4.72], [-0.82, -5.23, -4.07], [-0.67, -3.94, -3.57], [0.28, 4.25, -0.57], [1.98, 4.53, -0.97], [0.73, 4.91, -2.16], [2.36, 3.33, -3.50], [3.17, 1.97, -5.18], [3.58, 0.33, -4.61], [2.19, 0.55, -5.64], [2.52, -3.33, -4.47], [2.29, -5.65, -5.35], [0.14, -6.85, -5.11], [-1.76, -5.75, -3.96], [-1.49, -3.45, -3.05], [8.02, 0.08, 4.48], [6.89, -0.63, 4.69], [7.26, -1.91, 4.91], [6.36, -0.18, 5.85], [5.92, -0.51, 3.55], [6.20, 0.26, 2.45], [5.29, 0.35, 1.40], [4.08, -0.34, 1.45], [3.81, -1.12, 2.59], [4.72, -1.21, 3.62], [3.10, -0.24, 0.41], [2.18, -0.18, -0.39], [7.14, 0.80, 2.40], [5.51, 0.96, 0.54], [2.86, -1.64, 2.63], [4.50, -1.82, 4.49]]}

---

[4]
{"formula": "C42H51BClF9N9O6SSbTl", "method": "the ωB97M-V functional and the def2-TZVPD basis", "total_charge": 0, "fmax_ev_per_a": 3.12, "de_lowest_kcal_mol": 0.0, "multiplicity": 2, "species": ["Tl", "C", "C", "C", "C", "C", "C", "N", "N", "B", "N", "C", "C", "C", "N", "C", "C", "C", "N", "C", "C", "C", "N", "C", "C", "C", "H", "H", "H", "H", "H", "H", "H", "H", "H", "H", "H", "H", "H", "H", "H", "H", "H", "H", "H", "H", "H", "H", "H", "H", "H", "H", "H", "H", "C", "C", "C", "C", "C", "N", "C", "O", "N", "C", "C", "C", "C", "N", "C", "C", "C", "H", "H", "H", "H", "H", "H", "H", "H", "H", "H", "H", "H", "H", "Cl", "C", "C", "C", "C", "C", "C", "C", "O", "O", "H", "H", "H", "H", "F", "C", "F", "F", "C", "O", "O", "F", "Sb", "F", "F", "F", "F", "F", "C", "S", "C", "O", "H", "H", "H", "H", "H", "H"], "xyz": [[-0.10, 1.53, -0.67], [0.88, -0.04, -3.79], [0.10, 0.92, -4.68], [-1.13, 0.24, -5.30], [-0.32, 2.19, -4.01], [-0.49, 3.39, -4.70], [-0.89, 4.30, -3.75], [-0.97, 3.68, -2.57], [-0.63, 2.38, -2.73], [-1.36, 4.36, -1.25], [-2.46, 3.55, -0.58], [-3.63, 4.05, -0.19], [-4.40, 3.02, 0.29], [-3.60, 1.88, 0.18], [-2.43, 2.22, -0.37], [-4.02, 0.51, 0.61], [-4.70, 0.60, 1.98], [-5.02, -0.12, -0.36], [-0.13, 4.50, -0.34], [0.45, 5.65, 0.01], [1.65, 5.36, 0.64], [1.75, 3.97, 0.62], [0.64, 3.48, 0.04], [2.89, 3.12, 1.08], [4.20, 3.90, 1.04], [2.64, 2.58, 2.49], [1.48, -0.72, -4.38], [1.54, 0.50, -3.13], [0.20, -0.64, -3.19], [0.76, 1.22, -5.51], [-1.83, -0.05, -4.52], [-1.64, 0.92, -5.98], [-0.84, -0.65, -5.86], [-0.33, 3.59, -5.74], [-1.14, 5.34, -3.84], [-1.79, 5.44, -1.48], [-3.84, 5.10, -0.26], [-5.40, 3.07, 0.68], [-3.11, -0.09, 0.69], [-5.69, 1.04, 1.86], [-4.82, -0.39, 2.41], [-4.14, 1.21, 2.68], [-5.86, 0.55, -0.51], [-4.59, -0.34, -1.32], [-5.41, -1.04, 0.07], [0.00, 6.60, -0.20], [2.35, 6.05, 1.04], [2.97, 2.28, 0.38], [4.22, 4.68, 1.80], [5.03, 3.22, 1.24], [4.36, 4.35, 0.06], [2.52, 3.41, 3.19], [1.74, 1.97, 2.51], [3.49, 1.97, 2.81], [-1.93, -6.61, 3.69], [-0.99, -6.00, 2.70], [0.23, -5.48, 3.10], [1.09, -4.91, 2.18], [0.76, -4.83, 0.83], [1.72, -4.27, -0.02], [1.72, -4.10, -1.38], [2.74, -4.13, -2.03], [0.47, -3.94, -2.00], [-0.50, -3.01, -1.73], [-1.70, -3.03, -2.38], [-2.54, -1.91, -2.33], [-2.05, -0.75, -1.74], [-0.94, -0.69, -1.05], [-0.18, -1.87, -0.79], [-0.44, -5.38, 0.42], [-1.31, -5.94, 1.34], [-1.81, -6.16, 4.67], [-1.73, -7.68, 3.77], [-2.96, -6.49, 3.37], [0.51, -5.52, 4.14], [2.05, -4.52, 2.52], [2.64, -4.18, 0.38], [0.46, -4.31, -2.95], [-1.96, -3.87, -3.00], [-3.49, -1.93, -2.83], [-2.56, 0.19, -1.87], [0.89, -1.65, -0.86], [-0.72, -5.39, -0.62], [-2.24, -6.36, 1.00], [6.87, -2.82, 2.40], [5.43, -2.04, 1.88], [5.49, -1.12, 0.84], [4.34, -0.48, 0.42], [3.12, -0.77, 1.04], [3.08, -1.68, 2.09], [4.23, -2.32, 2.51], [1.88, -0.10, 0.58], [0.86, -0.04, 1.30], [1.89, 0.38, -0.59], [6.44, -0.90, 0.39], [4.37, 0.24, -0.38], [2.14, -1.87, 2.58], [4.21, -3.03, 3.33], [2.55, 4.10, -4.28], [3.48, 3.23, -3.86], [3.55, 2.26, -4.78], [4.65, 3.87, -3.87], [3.12, 2.60, -2.38], [4.08, 2.14, -1.81], [1.92, 2.72, -2.15], [-0.90, 1.91, 1.84], [-1.15, 1.87, 3.75], [-2.73, 2.87, 3.41], [-0.16, 3.47, 3.92], [-1.67, 1.70, 5.57], [0.38, 0.81, 4.17], [-2.06, 0.14, 3.41], [-0.35, -2.01, 3.12], [-1.13, -1.34, 1.65], [-2.61, -2.39, 1.82], [-0.41, -2.32, 0.58], [0.13, -2.94, 2.85], [-1.11, -2.16, 3.88], [0.35, -1.27, 3.50], [-2.29, -3.41, 2.01], [-3.18, -2.36, 0.90], [-3.20, -2.00, 2.64]]}